The following is a DFT calculation (ωB97M-V with the def2-TZVPD basis set) of a 3-piece molecular cluster, C6H5Cl2N2O2 overall.

Each line ends with the Löwdin charge.
Element x y z (Å)
C 2.0398 -0.9617 0.4658  -0.170
C 0.6717 -1.1111 0.1202  -0.100
C 2.6147 0.2799 0.5769  -0.689
C -5.2436 0.5054 -0.4749  -0.679
C 1.8888 2.5940 0.8344  -0.011
C -0.2091 -0.1706 -0.3146  -0.035
N 2.1139 1.4685 0.3092  -0.086
N -1.4264 0.2672 -0.2673  0.142
O -4.4685 0.7676 -1.2869  0.112
O -6.2569 0.3160 0.0446  0.104
Cl 4.4121 0.2446 0.4099  0.540
Cl -3.8035 -0.0896 1.5853  -0.174
H 2.5521 -1.7655 0.7331  0.033
H 0.2129 -1.9816 0.3437  0.076
H 1.4754 3.3233 0.2425  -0.043
H -2.0422 0.1047 0.5122  -0.095
H -1.7964 0.6376 -1.0912  0.075

Output
ΔE to the lowest compared entry with this formula, charge and spin = 71.79 kcal per mole
Charge = -1
Kohn-Sham gap (alpha / beta) = 6.77 / 6.34 eV
E_HOMO (alpha / beta) = -3.9 / -3.7 eV

The following is a DFT calculation (ωB97M-V with the def2-TZVPD basis set) of C6H5ClFO3S as an isolated structure.

Each line ends with the Löwdin charge.
Element x y z (Å)
C -0.1519 -1.7698 -0.5008  -0.135
C 0.1954 -0.8763 -1.5655  -0.105
C -0.6624 -1.4459 0.7219  -0.082
C -0.1791 0.4414 -1.5007  -0.192
C -1.0260 -0.1097 1.1470  -0.171
C -0.2835 1.0601 -0.2556  -0.725
O 2.1340 2.2066 -0.1888  -0.367
O 1.0676 1.7188 1.9752  -0.356
O 1.9296 -0.1225 0.6549  -0.346
F -2.3972 -0.0214 1.4971  -0.041
S 1.4134 1.2562 0.6602  0.410
Cl -1.1136 2.6150 -0.2922  0.629
H 0.4696 -2.6820 -0.4849  0.109
H 0.3349 -1.4297 -2.5306  0.109
H -1.1665 -2.2263 1.3242  0.111
H -0.2196 1.0118 -2.4247  0.103
H -0.3445 0.3739 1.7633  0.049

Output
Charge = -1
Kohn-Sham gap = 8.56 eV
E_HOMO = -5.1 eV

| no. | DFT total energy (eV) |
| --- | --- |
| 1 | -38420.9722 |
| 2 | -38519.7482 |